Record 1
The following is a quantum chemistry calculation of a cluster of 3 separate species, C19H30BF16O5S2 in total, from the OMol25 dataset.

```
73
Properties=species:S:1:pos:R:3:mulliken_charge:R:1
C 5.309 -2.372 -0.127 -0.69
O 5.402 -1.574 -1.273 -0.43
C 4.384 -0.604 -1.337 0.03
C 4.735 0.621 -0.541 -0.64
C 3.672 1.691 -0.530 -0.80
C 2.484 1.428 0.359 -1.18
C 1.413 0.511 -0.196 -0.46
C 0.866 0.902 -1.553 -0.03
C -0.066 -0.194 -2.060 -1.33
C -1.511 0.032 -1.663 -0.60
S -1.948 -1.056 -0.255 0.34
S -2.451 -2.890 -1.052 -0.09
B -3.511 -0.321 0.599 0.44
O -3.279 0.380 1.679 -0.36
O -4.712 -0.577 0.088 -0.38
H 6.141 -3.044 -0.125 0.31
H 5.325 -1.798 0.782 0.27
H 4.397 -2.949 -0.169 0.27
H 4.270 -0.354 -2.372 0.28
H 3.473 -1.067 -0.984 0.03
H 5.601 1.034 -1.018 0.27
H 5.052 0.344 0.443 0.27
H 4.140 2.577 -0.151 0.39
H 3.387 1.936 -1.531 0.34
H 2.003 2.367 0.556 0.46
H 2.776 1.046 1.318 0.40
H 0.583 0.557 0.493 0.24
H 1.705 -0.516 -0.203 0.39
H 0.256 1.775 -1.439 0.07
H 1.621 1.059 -2.292 0.52
H 0.231 -1.144 -1.668 0.60
H -0.032 -0.273 -3.124 0.53
H -2.154 -0.275 -2.458 0.61
H -1.763 1.042 -1.398 0.17
H -1.778 -3.656 -0.183 0.21
H -2.509 0.057 2.165 0.32
H -4.974 0.085 -0.562 0.33
C -0.892 -4.997 4.308 -0.77
C -0.440 -3.555 4.035 0.87
C -0.035 -3.218 2.602 0.55
F 1.009 -3.958 2.188 -0.24
F 0.335 -1.912 2.519 -0.23
F 0.555 -3.223 4.873 -0.27
F -1.505 -2.740 4.316 -0.32
O 0.083 -5.863 4.819 -0.39
C 0.936 -6.486 3.950 0.76
C 2.377 -6.029 4.171 0.19
F 2.462 -4.689 4.020 -0.20
F 3.164 -6.614 3.247 -0.25
F 0.550 -6.296 2.669 -0.27
F 0.880 -7.803 4.203 -0.29
H -1.636 -4.924 5.099 0.45
H -1.404 -5.429 3.448 0.35
H -0.876 -3.377 1.916 -0.27
H 2.713 -6.303 5.173 0.27
C -3.574 5.633 -1.227 -0.67
C -4.720 5.389 -2.218 0.82
C -4.865 3.965 -2.749 0.20
F -3.747 3.574 -3.413 -0.20
F -5.906 3.912 -3.604 -0.28
F -4.623 6.256 -3.242 -0.26
F -5.877 5.660 -1.555 -0.32
O -2.389 6.165 -1.766 -0.40
C -1.467 5.354 -2.350 0.76
C -1.325 5.667 -3.838 0.16
F -2.513 5.514 -4.454 -0.22
F -0.445 4.792 -4.379 -0.25
F -1.746 4.038 -2.159 -0.25
F -0.285 5.600 -1.756 -0.32
H -3.930 6.404 -0.549 0.41
H -3.379 4.754 -0.612 0.31
H -5.054 3.269 -1.924 0.20
H -0.968 6.689 -3.979 0.29
```

Output
HOMO level in Ha: -0.42391
Energy in Eh: -3537.0511
Charge: +1
Maximum force in Eh/bohr: 0.02507


Record 2
The following is a quantum chemistry calculation of a structure of composition C22H21N5O2Os, from the OMol25 dataset.

```
51
Properties=species:S:1:pos:R:3:nbo_charge:R:1
Os -0.037 -0.152 0.520 1.02
O 2.718 2.942 0.461 -0.62
C 2.067 1.911 0.531 0.62
N 0.776 1.680 0.237 -0.63
C -0.175 2.677 -0.084 0.10
C 0.112 3.951 -0.553 -0.22
C -0.933 4.823 -0.835 -0.22
C -2.248 4.432 -0.645 -0.22
C -2.549 3.161 -0.169 -0.24
C -1.515 2.280 0.110 0.18
N -1.664 0.954 0.598 -0.62
C -2.784 0.451 1.185 0.64
O -3.836 1.022 1.402 -0.60
C -2.626 -1.014 1.553 0.13
C -3.696 -1.717 2.072 -0.20
C -3.539 -3.068 2.339 -0.16
C -2.325 -3.672 2.052 -0.24
C -1.304 -2.900 1.525 0.07
N -1.441 -1.595 1.310 -0.41
C 2.721 0.649 1.065 0.16
C 4.059 0.633 1.405 -0.21
C 4.605 -0.534 1.913 -0.13
C 3.792 -1.646 2.077 -0.25
C 2.459 -1.554 1.729 0.09
N 1.936 -0.433 1.225 -0.45
H 1.141 4.247 -0.688 0.25
H -0.710 5.816 -1.204 0.21
H -3.055 5.119 -0.867 0.21
H -3.570 2.855 -0.005 0.24
H -4.623 -1.188 2.240 0.25
H -4.356 -3.645 2.751 0.22
H -2.167 -4.727 2.223 0.23
H -0.351 -3.328 1.242 0.21
H 4.628 1.540 1.260 0.26
H 5.653 -0.578 2.181 0.23
H 4.178 -2.575 2.473 0.23
H 1.778 -2.386 1.840 0.21
C 1.344 0.126 -2.374 -0.63
C 0.377 -1.046 -2.206 0.03
C -0.857 -0.823 -3.086 -0.60
C 1.082 -2.345 -2.614 -0.60
N -0.135 -1.300 -0.858 -0.44
H 1.721 0.137 -3.399 0.21
H 2.201 0.029 -1.704 0.20
H 0.859 1.082 -2.184 0.22
H -0.566 -0.731 -4.135 0.21
H -1.370 0.093 -2.786 0.22
H -1.552 -1.657 -2.984 0.21
H 1.417 -2.287 -3.651 0.21
H 0.404 -3.193 -2.507 0.22
H 1.955 -2.519 -1.980 0.20
```

Output
HOMO level in Ha: -0.25085
Energy in Eh: -1365.9254
Energy above the lowest of the compared OMol25 structures with the same formula, charge and spin in kJ/mol: 0.0
Maximum force in Eh/bohr: 0.00097


What is the formula in the second record? C22H21N5O2Os


The lowest energy belongs to which entry? C19H30BF16O5S2


Number 2 is which compound? C22H21N5O2Os


The lowest HOMO level belongs to which entry? C19H30BF16O5S2